[1]
The following is a quantum chemistry calculation of a molecular structure, C27H31F3N6OS2W in a non-equilibrium geometry, from OMol25.

```
! RIJCOSX wB97M-V def2-TZVPD def2/J DEFGRID3
* xyz 4 1
S 3.2103 2.0154 -1.8118
H -2.1908 -1.4386 0.8494
H 0.1394 -4.5603 0.7388
C -3.6538 3.5344 -2.1998
O -2.2148 0.1825 -1.5908
F -0.9334 -1.2006 5.5843
N -0.9680 0.2328 1.0611
H 2.6850 3.5858 -0.0463
H -0.0778 -6.1499 -1.3934
C 4.7536 0.3948 2.9480
H -0.9986 -4.0633 -4.0529
C 3.9534 2.0228 0.8351
H -4.5702 -0.2351 -2.4056
H -6.2125 1.4949 -3.0710
C 5.2901 1.9716 1.2132
C -0.9203 4.3596 -1.2843
H 0.6680 -5.8014 -2.9579
C -2.6975 2.5725 -1.8468
H 0.1445 4.4099 -1.0764
C -4.3157 0.8177 -2.3575
N -0.7137 -1.9004 -1.5722
C -2.0458 -0.8498 2.8845
H 1.2236 -0.9701 -0.2054
H 4.3830 3.6018 -0.5615
H 6.7288 1.1374 2.5651
C -1.7663 -0.7518 1.5519
C -3.0653 1.1959 -1.9339
H 0.0956 1.9670 1.4627
H 6.0300 2.5767 0.6949
N -0.5742 1.9485 -1.2298
F -1.2033 0.9324 5.9169
H 2.2036 -1.6592 -1.4954
H -2.2015 -3.5455 -2.8403
C 5.6876 1.1610 2.2698
F -2.9252 -0.3361 5.5360
C -1.4816 0.0754 3.7542
H 0.1481 -2.9328 1.4498
H -5.6289 3.9075 -2.9232
C 0.5070 -5.4189 -1.9520
H -3.4123 4.5892 -2.1395
C 3.5502 2.9644 -0.2652
C -1.6487 -0.1236 5.2517
C 1.8036 -1.8916 -0.5161
C -5.2318 1.7935 -2.7195
C 0.7154 -3.6431 0.8463
C -0.7315 1.1241 3.2474
C 0.0097 -3.0892 -1.4122
C 1.6512 1.5436 -1.8006
H 1.9748 1.2761 1.2253
H 1.4565 -5.2426 -1.4656
H -2.6989 -1.6342 3.2478
H 5.0651 -0.2284 3.7772
C -1.3917 2.9641 -1.4521
H -0.3308 1.8892 3.8965
H 2.6794 -0.1420 3.1216
S 1.0214 0.4566 -2.9871
H -1.1366 4.9435 -2.1826
N -0.2819 -4.1566 -2.0699
C 3.0185 1.2358 1.5075
C -4.9040 3.1535 -2.6373
H -1.4911 -2.0130 -2.2036
W -0.4295 0.0431 -1.0428
C 3.4134 0.4342 2.5666
C -0.4921 1.1737 1.8963
N 1.0368 -3.0761 -0.4926
H -1.8047 -5.2445 -3.0175
H 1.6435 -3.8856 1.3564
H -1.4701 4.8284 -0.4616
C -1.3941 -4.2410 -3.0533
N 0.7184 1.8173 -0.7544
H 2.5998 -1.9029 0.2254
*
```

LUMO in Ha: -0.535
E_HOMO in eV: -18.9104
Molar mass in g mol⁻¹: 760.554
Max |F| in Eh/bohr: 0.02928
Frontier orbital gap in eV: 4.352

These are the Mulliken partial charges, in e, on atoms 1 to 2: atom 1 (S): 0.130, atom 2 (H): 0.775

---

[2]
The following is a quantum chemistry calculation of a gas-phase ion, C6H9N2O2 (charge +1) in a non-equilibrium geometry, from OMol25.

```
! RIJCOSX wB97M-V def2-TZVPD def2/J DEFGRID3
* xyz 1 1
C 0.4223 -0.6954 -0.9418
N 1.7626 -0.3613 -1.5687
H 1.3207 -0.2553 1.1062
H -0.8609 2.5323 2.2539
C -0.5994 0.1752 2.5052
C -0.2547 -0.3026 -3.1638
N -0.8285 -0.7015 -1.8133
H -1.4697 1.8019 3.8909
C -1.4009 1.6035 2.7198
O -0.8170 -0.7394 1.3420
H -0.8721 -0.1466 -4.1455
H 0.8827 -2.0978 0.9079
O 0.2699 -0.1592 3.4970
H -1.8285 -0.9232 -1.5301
C 0.4951 -1.0050 0.6801
H -2.4806 1.4998 2.2802
H 2.7110 -0.3198 -1.1337
C 1.3982 -0.1001 -3.0140
H 2.1498 0.1943 -3.8722
*
```

LUMO in Ha: -0.167
E_HOMO in eV: -13.4264
Molar mass in g mol⁻¹: 141.150
Energy relative to the best compared isomer or geometry (same formula, charge and spin) in kcal per mole: 184.02
Max |F| in Eh/bohr: 0.18158
Frontier orbital gap in eV: 8.871
SMILES: CC(=O)OCc1[nH]cc[nH+]1

These are the Mulliken partial charges, in e, on atoms 1 to 2: atom 1 (C): 0.160, atom 2 (N): -0.094

---

[3]
The following is a quantum chemistry calculation of 17 unconnected molecules or ions with the total composition C26H85N2O17 in a non-equilibrium geometry, from OMol25.

```
! RIJCOSX wB97M-V def2-TZVPD def2/J DEFGRID3
* xyz 0 2
H -0.8243 0.7070 -0.0456
C 5.8285 1.2369 -2.2689
C -1.4732 0.2019 -0.7603
O 1.7724 -0.5566 -5.2281
H -3.5138 -2.6543 2.5222
H 6.8276 -0.6241 0.5968
H -3.4021 -0.9292 -1.9626
O -2.1882 -1.8427 4.3336
C -3.7406 4.0462 -0.1003
H -7.9558 -3.1367 -1.0889
O -1.7163 -4.7251 -2.5972
O -1.2602 -0.7964 -5.4366
C 2.7169 0.1723 -2.3270
C -3.2847 -2.9825 -0.2329
H -5.1185 5.2332 -1.2457
O -1.6076 0.8685 5.0565
H 5.4005 1.0021 -3.2429
H -2.5337 -4.4879 -3.0493
H 8.7822 -0.4665 3.2415
H -5.5606 -1.6001 -2.9300
C 7.8073 -0.0233 3.0678
H -3.1870 4.4503 0.7425
H -1.2734 -0.2858 -2.8721
H -2.2135 -0.9355 -5.4694
H -1.6588 1.4480 5.8288
H -1.6710 -1.0613 4.1078
C -4.0447 5.1191 -1.1697
C -4.0509 -1.8860 0.5466
H -1.2517 -0.8572 -0.6645
N -3.2814 1.6732 0.2150
O -0.1608 -6.2780 3.6843
H -5.0700 -1.7995 2.4028
H 9.5466 4.5484 2.0159
O 9.6762 0.0573 -4.0747
H 2.9081 -0.6082 -3.0472
C 0.2964 1.0078 -2.3676
H 9.3639 -0.7458 -4.5062
H 1.2124 2.4942 10.3260
C -1.1671 0.5701 -2.2143
H -3.4743 -2.9421 -1.2972
H 4.1678 3.9825 0.4537
C 4.7074 1.3147 -1.2332
H 0.4324 2.2985 7.2367
H 2.8003 1.1323 -2.8285
H 8.6065 -0.7142 0.5132
H 9.6982 -2.8667 3.4030
H 3.4450 4.7773 -0.6224
O -8.4628 -2.8954 -1.8740
H 0.9997 -0.5147 -4.6517
H -0.9082 -1.3487 -6.1445
C 7.7495 -0.0472 0.5441
H 1.8084 0.3156 -5.6359
H -3.5239 2.6403 -1.6553
H 0.9311 -1.0206 -1.9120
H 4.1123 2.1992 -1.4494
H -2.1792 1.2927 4.4065
H 10.2214 -2.0704 2.2165
H -2.7189 1.7951 1.0509
H -4.6961 3.6885 0.2721
O -0.4466 2.6342 7.4437
H 6.3085 2.2117 -2.3077
O 0.3301 2.8367 10.5086
H 9.8267 0.6742 -4.7994
H -7.0797 -1.0618 -2.1413
H -7.7728 -6.1376 -1.7949
H -2.2517 -1.7990 5.2940
C 3.8024 0.0802 -1.2246
H -7.1446 -1.5671 -5.0106
O 9.6884 -2.8413 2.4400
H -4.9694 -3.4132 1.7745
C 7.8222 0.8182 1.7906
H 8.8020 0.8288 -1.1152
H -0.1691 -7.1020 4.1852
C 1.2894 -0.0046 -1.7756
H 9.2369 3.9574 3.3844
C -3.1860 -0.6664 0.8450
C -3.8661 -0.0687 -1.4932
C -5.2904 -0.4370 -1.0874
H -0.8553 -6.3919 3.0256
H -7.1103 -2.8425 -4.1856
H 0.3663 3.1106 11.4315
H 0.4410 1.9779 -1.8976
H -2.0109 3.0241 -0.8556
H -0.3932 2.8938 8.3724
H -2.4803 6.3001 -0.3303
H 0.5427 1.0962 -3.4235
H -3.5805 -3.9457 0.1623
H 1.3396 0.2122 -0.7122
H -4.0705 6.8721 0.0837
H -2.2290 -2.8799 -0.0012
H 7.0671 -0.8151 3.0266
H 3.3456 -0.0036 -0.2402
C -4.3980 -2.5029 1.9148
O -1.8288 -4.9352 5.7808
N -5.3503 -1.5719 -0.1072
H 8.7562 1.3718 1.7928
H -1.0793 -5.1400 5.2044
H 6.9977 1.5282 1.8207
H -3.9496 0.6878 -2.2656
H 6.4113 -0.6809 -1.4975
O -6.8467 -2.4825 -5.0436
C -3.4725 6.4816 -0.7335
H -1.7762 1.3891 -2.5840
O 4.1741 4.8355 0.0047
C 7.7841 0.7993 -0.7383
H -3.6250 4.8233 -2.1263
H 7.5103 -0.0253 -2.7333
H -8.6671 -6.7070 -2.8883
O -8.2732 -5.8838 -2.5787
C -2.9669 0.3414 -0.3236
H -3.6118 -0.1375 1.6958
C -6.0662 0.7346 -0.4943
H -6.0936 0.1020 -2.9447
H -3.4022 7.1732 -1.5656
O -5.8997 -2.6441 -0.5586
C -6.0532 -0.8188 -2.3655
H -7.0963 0.4526 -0.3101
H 5.1516 1.4499 -0.2441
H 7.5979 0.6211 3.9179
H 7.4599 1.8157 -0.5364
H -6.0078 1.6034 -1.1431
C 6.8962 0.2148 -1.8721
H -2.2368 -4.1659 5.3692
H -1.9696 -4.7908 -1.6702
H -2.2362 -1.0594 1.1927
O 9.3885 3.7108 2.4654
H -5.6374 1.0280 0.4597
H -8.8528 -3.7228 -2.1827
H 4.3921 -0.8150 -1.3796
C -3.0706 2.7982 -0.6824
*
```

<S²>: 0.75
LUMO (spin up / spin down) in Ha: 0.008 / 0.008
E_HOMO (spin up / spin down) in eV: -8.4790 / -8.7442
Molar mass in g mol⁻¹: 697.963
Max |F| in Eh/bohr: 0.04565
Frontier orbital gap (spin up / spin down) in eV: 8.699 / 8.963

These are the Mulliken partial charges, in e, on atoms 1 to 2: atom 1 (H): 0.519, atom 2 (C): -1.363

---

[4]
The following is a quantum chemistry calculation of 2 unconnected molecules or ions with the total composition C7H8FN4 in a non-equilibrium geometry, from OMol25.

```
! RIJCOSX wB97M-V def2-TZVPD def2/J DEFGRID3
* xyz 1 1
N 3.5224 0.2240 -0.2811
F 3.1531 1.8380 -1.8814
N 4.3054 -0.8176 1.6335
N 0.1511 0.8097 -1.0473
N 3.6597 -0.7387 0.4853
C -3.4108 -0.6077 0.3925
C -1.0472 -0.7424 0.2955
H 4.2861 -1.7368 1.9974
C -2.2595 -1.1195 0.9106
H -4.4796 -0.9013 0.6903
H -4.3923 0.6412 -1.0103
C -3.4612 0.3616 -0.5877
C -2.2861 0.9354 -1.0604
H -2.2135 -1.7730 1.7909
H -2.3345 1.9750 -1.4311
H 5.0833 -0.1809 1.7835
H -0.1638 -1.2741 0.5170
C -1.0437 0.4014 -0.5785
H -0.0298 1.5783 -1.7935
C 2.9609 1.1273 -0.8252
*
```

LUMO (spin up / spin down) in Ha: -0.247 / -0.186
E_HOMO (spin up / spin down) in eV: -11.1049 / -12.2853
Molar mass in g mol⁻¹: 167.167
Energy relative to the best compared isomer or geometry (same formula, charge and spin) in kcal per mole: 82.26
Max |F| in Eh/bohr: 0.07491
Frontier orbital gap (spin up / spin down) in eV: 4.391 / 7.224

These are the Mulliken partial charges, in e, on atoms 1 to 2: atom 1 (N): 0.453, atom 2 (F): -0.096

---

[5]
The following is a quantum chemistry calculation of C31H36N2O7 in the gas phase, from OMol25.

```
! RIJCOSX wB97M-V def2-TZVPD def2/J DEFGRID3
* xyz 0 1
C 2.0099 2.6244 -4.2512
H 1.8935 4.7764 -4.3514
O 0.0052 3.9932 -4.1077
H -0.7244 0.2562 3.5312
C 0.7155 0.6119 0.5679
H -4.9816 -2.8892 -1.0508
O -4.5241 -5.6768 0.4631
C -0.1686 -1.7301 -2.0648
H 0.8073 2.6011 -1.1578
H -0.9653 3.9446 -2.3492
H -6.4396 -6.2109 -1.2568
C 0.7524 2.6196 -2.2474
H 3.2001 2.1189 4.7042
O -0.4499 2.2950 1.7202
H -0.3745 2.7181 3.7543
C -1.0620 2.3217 3.0008
C 1.8539 1.7555 2.3622
H -6.8563 -4.5392 -1.6637
H 1.1541 3.9408 -5.7530
H 2.7061 -1.8054 -0.7391
H 1.4420 1.7610 -4.6323
C 1.8445 -0.1517 0.3029
N 1.8112 -0.5217 -2.1306
C -1.0018 -3.5869 0.2654
C 0.5462 -1.9586 -0.8207
H 3.8069 3.2186 3.4401
C -3.3761 -3.7225 0.1171
H 3.8612 1.0798 2.7041
C -2.2352 -2.9675 0.0323
H -2.0668 -6.7559 0.9312
H -6.3156 -4.7449 0.7540
H -5.1625 -2.6734 0.6951
H -5.2592 -5.1852 -2.0811
H 3.0183 2.6149 -4.6707
H 0.8874 4.8324 4.1708
C 3.0339 1.6907 -2.2288
H 1.5391 5.8135 5.5771
H 0.6227 4.7707 -2.3029
C 2.9637 0.0221 1.0961
C -2.1067 -5.7067 0.6887
C -1.5617 0.9434 3.4223
H 0.1569 1.7646 -2.6013
C -4.8162 -3.3586 -0.0814
O 1.1658 -3.0173 1.1513
H -1.9002 3.0124 2.8812
C 1.2927 3.9099 -4.6710
C 2.6989 4.1743 4.9846
O 1.7998 2.7311 3.3113
C 1.8235 -1.1544 -0.8275
C 2.9444 0.2002 -2.6427
H -2.0843 1.0157 4.3721
H -0.1792 0.4883 -0.0230
C -6.0550 -5.1976 -1.3395
H -2.2410 0.5441 2.6725
C -3.3159 -5.0844 0.4304
H 4.0340 2.0290 -2.5251
C 2.9673 0.9637 2.1124
H 2.8932 0.1350 -3.7330
H 3.8558 -0.2989 -2.2971
C 0.6950 1.5547 1.5825
H 3.4779 4.3276 5.7192
O 0.5582 -0.4481 -4.0332
C 0.2438 -2.8237 0.1785
C -5.5129 -4.7348 0.0082
H -0.0009 -5.4196 0.7697
C -0.9573 -4.9395 0.6089
H 3.8474 -0.5745 0.9267
C 0.7377 -0.8271 -2.8947
H 2.9556 1.7678 -1.1417
H -2.2820 -1.9168 -0.1980
C 0.0660 3.9092 -2.7036
H 0.8279 -3.6498 1.8003
C 2.9448 2.9961 4.0889
C 1.6573 4.9791 4.9082
N 2.0935 2.6171 -2.8009
O -1.2355 -2.1729 -2.4341
*
```

LUMO in Ha: -0.007
E_HOMO in eV: -7.9666
Molar mass in g mol⁻¹: 548.636
Energy relative to the best compared isomer or geometry (same formula, charge and spin) in kcal per mole: 20.51
Max |F| in Eh/bohr: 0.01697
Frontier orbital gap in eV: 7.776
SMILES: C=CCOc1ccc([C@H]2/C(=C(\O)c3ccc4c(c3)C[C@@H](C)O4)C(=O)C(=O)N2CCN2CCOCC2)cc1OCC

These are the Mulliken partial charges, in e, on atoms 1 to 2: atom 1 (C): -0.436, atom 2 (H): 0.375